The following is a DFT calculation (ωB97M-V with the def2-TZVPD basis set) of a cluster of 2 separate species, C3H6N2O in total.

Summary:
LUMO	0.907	eV
HOMO	-10.0	eV
F_max	0.0128	Eh/bohr
calculated total energy	-8235.042	eV

Structure (ORCA input):
```
! wB97M-V def2-TZVPD RIJCOSX def2/J DEFGRID3
* xyz 0 1
N -0.5025 0.7681 -1.6230
C -0.3459 -0.2031 -2.3502
N -0.3345 -1.2190 -3.0410
H 0.2265 0.9425 -0.9261
H 0.1156 -1.1617 -3.9459
C -0.5079 0.0318 1.7752
C 0.9637 0.2300 1.5642
O 1.4691 0.6562 0.5471
H -1.0680 0.2018 0.8528
H -0.8507 0.7304 2.5486
H -0.6972 -0.9795 2.1519
H 1.6142 -0.0302 2.4230
*
```

Here are the natural (NBO) charges for atoms 1 to 5, given in e: -0.75, 0.65, -0.74, 0.42, 0.39